Molecular formula: C3H14O4
Method: DFT, the ωB97M-V functional and the def2-TZVPD basis

Output
Net charge   0
SMILES   CCCO.O.O.O

```
21
Properties=species:S:1:pos:R:3:forces:R:3
C 1.6376 -1.8014 -1.3766 -1.862 1.044 0.620
C 1.0009 -0.3614 -1.4882 -1.090 -0.967 1.228
C -0.2272 -0.1125 -0.5228 2.351 -0.346 1.276
O -0.9910 1.0469 -0.7879 -0.354 -0.065 -0.653
H 2.2401 -1.8388 -0.4675 0.060 -0.262 -0.181
H 0.7513 -2.4633 -1.2537 0.924 -0.157 -0.258
H 2.2236 -2.0392 -2.2627 -0.061 -0.080 0.157
H 0.5495 -0.2891 -2.4896 0.880 0.724 -0.006
H 1.7495 0.3282 -1.0805 -0.110 0.459 -1.369
H 0.1985 0.0688 0.4883 -0.141 -0.243 -0.377
H -0.8421 -0.9974 -0.3788 -0.443 -0.096 -0.537
H -0.6888 1.5062 -1.5771 0.204 -0.114 -0.022
O -2.4771 1.1655 1.7954 0.355 -0.221 -0.376
H -2.3999 0.6131 0.9931 -0.374 0.455 0.495
H -3.2678 0.8690 2.2484 -0.117 -0.156 -0.064
O -3.3977 -0.3683 -0.8659 0.231 0.147 -0.453
H -2.5403 -0.0491 -1.1991 -0.146 -0.031 0.325
H -3.9946 0.2241 -1.3352 -0.302 -0.095 0.191
O 3.6819 1.7257 3.7044 0.838 0.881 -0.410
H 3.7512 1.5576 4.6490 -0.652 -0.535 -0.384
H 3.0422 1.2152 3.2072 -0.194 -0.342 0.795
```
Forces are in eV/Å.

Atomic partial charges in e from the Mulliken method, atoms 1 to 8: atom 1 (C): -1.0942, atom 2 (C): -0.4029, atom 3 (C): -0.4240, atom 4 (O): -0.5367, atom 5 (H): 0.2915, atom 6 (H): 0.2927, atom 7 (H): 0.3275, atom 8 (H): 0.3760

Molecular formula: C3H14O4
Method: DFT, the ωB97M-V functional and the def2-TZVPD basis

Output
Net charge   0
SMILES   CC(C)O.O.O.O

```
21
Properties=species:S:1:pos:R:3:forces:R:3
C 1.0626 1.1309 -1.3126 3.301 0.054 -0.847
C 1.5567 0.6235 0.0983 -1.674 -1.085 0.020
C 1.2898 -0.8837 0.2538 3.879 -0.539 0.932
O 0.7985 1.2323 1.1153 -2.292 1.881 -0.335
H 2.0426 1.5922 -1.7715 -2.027 -1.117 0.084
H 0.3406 1.9263 -1.4126 -0.221 0.619 1.003
H 0.5818 0.3491 -1.9417 1.002 0.131 0.404
H 2.5720 0.8085 0.4707 0.244 0.171 -1.298
H 2.2790 -1.4345 -0.1348 -2.744 0.589 -0.263
H 0.2750 -1.1535 -0.0172 0.272 -0.477 -0.475
H 1.4753 -1.1238 1.3307 -0.682 0.363 -0.538
H 0.0961 1.7291 0.6153 0.918 -0.600 1.323
O -3.3569 -3.9593 2.9567 -0.251 -0.526 -0.813
H -2.8038 -3.2464 3.2636 0.329 0.450 0.644
H -3.0608 -4.0348 2.0418 -0.265 -0.294 0.028
O -0.2713 3.8857 -5.4959 -2.026 -2.362 -2.154
H 0.6118 4.0302 -5.7199 2.735 1.137 0.213
H -0.3990 3.2492 -6.2855 -0.707 1.219 1.950
O -1.9347 -1.9293 4.0177 -1.069 -2.033 0.528
H -2.0635 -1.1081 3.6493 -2.037 3.051 -1.989
H -1.0919 -1.6836 4.2785 3.314 -0.631 1.582
```
Forces are in eV/Å.

Atomic partial charges in e from the Mulliken method, atoms 1 to 8: atom 1 (C): -1.2183, atom 2 (C): 0.3829, atom 3 (C): -1.1895, atom 4 (O): -0.5611, atom 5 (H): 0.2207, atom 6 (H): 0.4528, atom 7 (H): 0.2953, atom 8 (H): 0.3346

Result set for frontier orbital gap: 11.33 10.57 eV, one per record in the order listed.
Result set for electronic energy: -423.6157 -423.5749 Ha, one per record in the order listed.